# 1
This record from OMol25 describes the molecule C3H5N3O at a distorted geometry. The level of theory is the ωB97M-V functional and the def2-TZVPD basis.

As for the HOMO-LUMO gap: 10.5 eV. The structure (SMILES) is [O-][C@]12N3CCN1[N@@H+]32. The calculation puts the total energy at -9704.2449 eV. Its net charge is 0.

Structure (XYZ):
```
12
C3H5N3O, DFT the ωB97M-V functional and the def2-TZVPD basis
O -3.28608 0.02170 -0.52931
C -2.04721 -0.01955 -0.12979
N -1.18535 -1.00864 0.38837
C 0.14616 -0.77410 -0.28250
C 0.13656 0.70306 -0.47124
N -1.12916 1.07968 0.17050
N -1.33605 0.15990 1.25024
H -0.05869 -1.45688 -1.10049
H 1.09884 -1.02907 0.17774
H 1.02899 1.20999 0.09984
H 0.23250 0.91472 -1.49426
H -1.98169 0.42397 1.96120
```

# 2
This record from OMol25 describes the molecule C3H5N3O at a distorted geometry. The level of theory is the ωB97M-V functional and the def2-TZVPD basis.

As for the HOMO-LUMO gap: 8.7 eV. The structure (SMILES) is Nc1c[nH]c(O)n1. The calculation puts the total energy at -9708.3363 eV. Its net charge is 0.

Structure (XYZ):
```
12
C3H5N3O, DFT the ωB97M-V functional and the def2-TZVPD basis
N -1.53327 -1.12707 -1.34644
C -0.63535 -0.44172 -0.51090
C -0.77150 -0.10944 0.81471
N 0.37043 0.54900 1.18576
C 1.21414 0.63897 0.14489
O 2.33338 1.33471 0.68462
N 0.56778 -0.02231 -1.03483
H -2.19472 -0.63539 -1.92326
H -1.47824 -2.12421 -1.46219
H -1.55218 -0.28337 1.53211
H 0.55721 0.91929 2.11363
H 3.08597 1.52602 0.11809
```

# 3
This record from OMol25 describes a cluster of 2 separate species, C3H5N3O in total at a distorted geometry. The level of theory is the ωB97M-V functional and the def2-TZVPD basis.

As for the HOMO-LUMO gap (spin up / spin down): 9.5 / 7.6 eV. The calculation puts the total energy at -9700.3433 eV. Its net charge is 0.

Structure (XYZ):
```
12
C3H5N3O, DFT the ωB97M-V functional and the def2-TZVPD basis
C 0.36507 -0.09680 1.29438
C 0.42807 0.67167 -0.90821
C -0.53097 -0.61551 -0.76750
N 1.38259 -0.75390 0.67997
N 1.10917 0.63846 0.35388
N -0.15120 -1.11819 0.52195
O 0.10674 0.13339 4.29661
H 1.32721 0.63706 -1.56454
H 0.03223 1.63494 -0.91299
H -1.56665 -0.52048 -0.64707
H -0.20298 -1.34993 -1.58344
H -0.31188 -0.42803 4.95297
```

# 4
This record from OMol25 describes the molecule C3H5N3O at a distorted geometry. The level of theory is the ωB97M-V functional and the def2-TZVPD basis.

As for the HOMO-LUMO gap: 10.5 eV. The structure (SMILES) is NCc1conn1. The calculation puts the total energy at -9706.7277 eV. Its net charge is 0.

Structure (XYZ):
```
12
C3H5N3O, DFT the ωB97M-V functional and the def2-TZVPD basis
N 0.33748 2.48094 -0.26122
C -0.13103 1.36945 -1.13088
C -0.31231 -0.00457 -0.44968
C 0.49471 -1.07347 -0.57401
O 0.50689 -1.91738 0.48190
N -0.34805 -1.27900 1.39747
N -0.86804 -0.23169 0.77816
H -0.35079 2.70518 0.52061
H 1.18844 2.32718 0.20366
H -0.96446 1.70398 -1.79293
H 0.84071 1.22661 -1.76934
H 1.07306 -1.16420 -1.49068
```

# 5
This record from OMol25 describes the molecule C3H5N3O at a distorted geometry. The level of theory is the ωB97M-V functional and the def2-TZVPD basis.

As for the HOMO-LUMO gap: 8.9 eV. The structure (SMILES) is Nc1c[nH]c(=O)[nH]1. The calculation puts the total energy at -9708.4530 eV. Its net charge is 0.

Structure (XYZ):
```
12
C3H5N3O, DFT the ωB97M-V functional and the def2-TZVPD basis
N 2.02885 -0.06212 0.17660
C 0.64220 0.08170 0.01181
C -0.18845 1.20810 0.27215
N -1.46528 0.72019 0.12556
C -1.52058 -0.66126 0.09411
O -2.50345 -1.37188 0.14300
N -0.17561 -1.03628 -0.01428
H 2.48890 -0.50625 -0.61629
H 2.46347 0.84110 0.35373
H 0.39377 1.49006 -0.80190
H -2.28229 1.29620 0.19082
H 0.11847 -1.99956 0.06469
```

# 6
This record from OMol25 describes the molecule C3H5N3O. The level of theory is the ωB97M-V functional and the def2-TZVPD basis.

As for the HOMO-LUMO gap: 8.0 eV. The structure (SMILES) is N/C(=N/[O-])C1=C[NH2+]1. The calculation puts the total energy at -9703.9903 eV. Its net charge is 0.

Structure (XYZ):
```
12
C3H5N3O, DFT the ωB97M-V functional and the def2-TZVPD basis
N 0.50992 -1.03052 -1.48218
C 0.85755 -0.20821 -0.37290
N 2.15871 0.05359 -0.03642
O 2.31423 0.76763 0.96854
C -0.13528 0.34902 0.40782
C -0.78293 1.03202 1.31815
N -1.62441 0.21945 0.38490
H 0.80375 -0.60296 -2.35819
H 0.99581 -1.92360 -1.42355
H -0.95568 1.36496 2.32378
H -1.99655 -0.69740 0.63101
H -2.14511 0.67602 -0.36095
```

# 7
This record from OMol25 describes a structure of composition C3H5N3O. The level of theory is the ωB97M-V functional and the def2-TZVPD basis.

As for the HOMO-LUMO gap: 7.1 eV. The calculation puts the total energy at -9707.1039 eV. Its net charge is 0.

Structure (XYZ):
```
12
C3H5N3O, DFT the ωB97M-V functional and the def2-TZVPD basis
N -0.00553 -2.09832 -1.13324
C 0.01656 -0.83015 -0.53189
C 0.22831 0.40297 -1.13031
N 0.23515 1.35993 -0.14113
C 0.04693 0.59995 0.90070
O -0.21533 1.53371 2.04691
N -0.13508 -0.69182 0.83330
H -0.36328 -2.04856 -2.07916
H -0.55654 -2.74643 -0.58606
H 0.36716 0.67530 -2.16551
H -0.10920 2.29485 1.38213
H 0.51762 1.57083 2.69126
```

# 8
This record from OMol25 describes a cluster of 2 separate species, C3H5N3O in total at a distorted geometry. The level of theory is the ωB97M-V functional and the def2-TZVPD basis.

As for the HOMO-LUMO gap: 9.7 eV. The calculation puts the total energy at -9706.1157 eV. Its net charge is 0.

Structure (XYZ):
```
12
C3H5N3O, DFT the ωB97M-V functional and the def2-TZVPD basis
O -1.79024 0.07980 -1.00468
C -1.67503 0.25939 0.37738
C -0.31969 0.63903 0.83516
N 0.77968 0.96770 0.58215
N 2.02518 0.97871 0.37612
C 1.44178 -1.53806 -0.59979
N 0.39478 -2.00183 -0.77146
H -1.27246 -0.70792 -1.23615
H -1.97991 -0.62411 0.95360
H -2.34740 1.07367 0.65826
H 2.35784 1.93138 0.25787
H 2.38549 -1.05774 -0.42846
```

# 9
This record from OMol25 describes the molecule C3H5N3O at a distorted geometry. The level of theory is the ωB97M-V functional and the def2-TZVPD basis.

As for the HOMO-LUMO gap: 10.5 eV. The structure (SMILES) is [H]/N=C/N(C=O)N=C. The calculation puts the total energy at -9706.2050 eV. Its net charge is 0.

Structure (XYZ):
```
12
C3H5N3O, DFT the ωB97M-V functional and the def2-TZVPD basis
H -0.03969 2.77013 0.12207
N 0.65087 2.03963 -0.18973
C 0.02139 1.04210 0.25784
N 0.48892 -0.26746 0.08749
C 1.70913 -0.98290 0.10752
O 2.87392 -0.48588 -0.15573
N -0.53818 -1.21043 0.15219
C -1.59541 -0.73643 -0.19647
H -0.72801 1.08687 0.92559
H 1.31887 -2.04218 0.05541
H -1.73442 0.25332 -0.71765
H -2.42738 -1.46677 -0.44852
```

# 10
This record from OMol25 describes the molecule C3H5N3O at a distorted geometry. The level of theory is the ωB97M-V functional and the def2-TZVPD basis.

As for the HOMO-LUMO gap: 8.6 eV. The structure (SMILES) is Nc1c[nH]c(O)n1. The calculation puts the total energy at -9708.8428 eV. Its net charge is 0.

Structure (XYZ):
```
12
C3H5N3O, DFT the ωB97M-V functional and the def2-TZVPD basis
N -1.53339 1.50867 0.42022
C -0.33103 0.83758 0.08939
C 1.06459 0.89101 -0.04126
N 1.45618 -0.46675 -0.25492
C 0.33502 -1.19224 -0.20789
O 0.21212 -2.50396 -0.44733
N -0.71491 -0.48607 0.01696
H -2.01423 2.39282 0.30523
H -1.99349 0.87675 1.04601
H 1.92301 1.56564 -0.00254
H 2.35940 -0.85296 -0.49244
H -0.76324 -2.57049 -0.43144
```

# 11
This record from OMol25 describes the molecule C3H5N3O at a distorted geometry. The level of theory is the ωB97M-V functional and the def2-TZVPD basis.

As for the HOMO-LUMO gap (spin up / spin down): 9.4 / 9.4 eV. The calculation puts the total energy at -9705.9417 eV. Its net charge is 0.

Structure (XYZ):
```
12
C3H5N3O, DFT the ωB97M-V functional and the def2-TZVPD basis
O -2.61534 0.87341 -0.18705
C -1.68534 -0.09800 0.19827
C -0.21086 0.19296 -0.07327
N 0.43113 1.12063 -0.62227
N 2.26484 0.58790 -0.03660
C 1.88125 -0.63522 0.35296
N 0.67918 -1.03362 0.52530
H -2.38269 1.17354 -1.07325
H -1.88877 -1.08764 -0.24203
H -1.76471 -0.21244 1.28646
H 2.92810 0.68951 -0.80977
H 2.36318 -1.57103 0.68126
```

# 12
This record from OMol25 describes the molecule C3H5N3O at a distorted geometry. The level of theory is the ωB97M-V functional and the def2-TZVPD basis.

As for the HOMO-LUMO gap: 7.7 eV. The calculation puts the total energy at -9704.3421 eV. Its net charge is 0.

Structure (XYZ):
```
12
C3H5N3O, DFT the ωB97M-V functional and the def2-TZVPD basis
O -1.30707 0.96992 0.02697
C -1.75983 -0.32601 -0.03152
C -0.35288 -0.81358 -0.14363
N 0.17976 -0.09139 -1.24378
N 1.26913 0.40651 -0.75427
C 1.35042 0.05160 0.62151
N 0.42509 -0.92652 0.90651
H 0.65338 0.97232 1.02505
H -2.36914 -0.52850 -0.92678
H -2.33192 -0.67559 0.83560
H 1.88671 0.94328 -1.34382
H 2.35635 0.01797 1.02815
```